Molecular formula: C34H33INO5S2
Method: DFT, wB97M-V/def2-TZVPD

spin multiplicity	1
HOMO-LUMO gap	0.32776	Eh
charge	-1
largest force on an atom	2.31	eV/A

Last column: Mulliken charge in e.
Atoms and positions in Å:
H: 0.63 -3.33 -0.01  0.43
S: -0.10 4.20 -0.11  0.63
C: 5.21 3.06 -4.34  -0.27
O: -3.14 5.64 -0.85  -0.66
O: -0.19 3.05 0.75  -0.50
H: -6.05 -2.38 -0.83  0.36
H: 2.33 -3.54 1.94  0.45
H: 5.66 -1.16 3.15  0.37
C: 5.58 -3.14 3.97  -0.43
H: -0.40 1.32 -1.33  0.44
C: -3.18 2.78 1.46  0.49
C: -1.38 -6.48 4.20  -0.41
H: 0.60 -1.53 1.70  0.50
C: -2.14 -5.55 2.11  -0.58
C: -1.20 -4.53 2.23  0.01
H: -1.45 -7.24 4.96  0.35
C: -6.66 -0.75 -2.08  -0.36
H: 0.15 -2.80 -2.37  0.38
H: 0.21 -5.43 5.18  0.40
C: -5.78 -1.42 -1.26  -0.39
O: 1.22 4.30 -0.67  -0.53
H: 5.08 3.85 -6.33  0.34
H: -4.78 1.99 -2.76  0.49
C: 4.59 3.74 -5.38  -0.40
C: -0.15 -0.70 -2.00  -0.74
H: 3.57 -1.41 1.86  0.47
H: -0.90 5.44 1.78  0.34
C: -6.31 0.48 -2.62  -0.45
H: 5.05 2.39 -2.31  0.36
C: 3.94 -2.23 2.47  -0.51
C: -0.28 5.68 0.93  -0.66
C: -4.53 -0.87 -0.97  -0.66
H: 5.24 -5.15 4.64  0.36
H: 6.19 2.64 -4.49  0.34
H: -3.36 2.10 2.23  0.45
S: -2.68 4.29 -0.99  0.95
C: 3.70 -4.48 3.29  -0.57
I: -0.01 7.45 -1.74  0.02
H: -2.80 -5.58 1.25  0.40
C: 3.31 3.47 -2.92  -0.20
C: 4.57 2.92 -3.12  -0.61
H: -1.12 -3.77 1.46  0.26
H: -3.21 0.78 -1.30  0.42
C: 5.11 -2.09 3.19  -0.43
H: -0.35 -0.47 -3.03  0.41
H: 0.72 5.86 1.31  0.46
H: -2.97 -7.31 3.01  0.36
C: -0.36 -4.49 3.33  -0.35
C: 0.39 -1.30 0.66  -0.09
C: 4.88 -4.33 4.03  -0.33
H: 3.15 -5.41 3.33  0.38
C: 0.10 0.00 0.29  -0.50
H: 0.37 -3.69 3.42  0.49
H: -7.63 -1.18 -2.31  0.34
C: -5.06 1.03 -2.34  -0.52
C: 3.24 -3.43 2.51  -0.10
H: -3.84 -1.40 -0.33  0.52
C: 2.69 4.16 -3.96  -0.36
C: 0.14 -2.01 -1.62  -0.59
C: -2.23 -6.52 3.10  -0.34
C: -0.74 6.96 0.23  0.17
H: 0.08 0.79 1.03  0.53
H: -7.00 1.01 -3.26  0.36
C: 0.41 -2.31 -0.30  -0.40
C: -4.18 0.35 -1.52  -0.09
N: -1.11 4.18 -1.36  -0.21
C: -3.04 3.49 0.52  -0.97
H: 2.80 3.36 -1.97  0.45
C: -0.17 0.30 -1.04  -0.33
C: -0.45 -5.46 4.32  -0.60
C: 3.32 4.29 -5.18  -0.39
O: -3.39 3.56 -1.99  -0.59
H: 6.50 -3.03 4.54  0.35
H: 1.71 4.59 -3.80  0.42
O: -1.49 7.67 0.78  -0.44
H: 2.84 4.83 -5.99  0.36



Molecular formula: C34H33N2O5SV
Method: DFT, wB97M-V/def2-TZVPD

spin multiplicity	2
HOMO-LUMO gap (spin up / spin down)	0.21889 / 0.21385	Eh
charge	+1
largest force on an atom	3.74	eV/A

Last column: Löwdin spin population.
Atoms and positions in Å:
C: -0.63 -2.39 1.93  0.00
H: 3.03 0.59 -4.95  0.00
C: 1.83 0.25 -3.18  0.00
H: 0.91 0.35 1.17  0.00
H: 3.71 2.72 1.38  0.00
H: -3.50 -0.25 -0.76  0.00
H: -0.46 -4.23 0.85  0.00
C: -2.71 -1.08 -2.58  0.01
C: 1.82 1.47 -2.52  0.01
C: 1.40 -2.30 -4.21  0.01
C: -4.17 0.36 3.25  0.00
H: -3.17 -2.05 -2.44  0.00
H: -5.81 -2.59 3.19  0.00
C: 0.98 2.49 -0.53  0.00
C: 0.97 -3.55 3.84  0.00
H: -4.23 1.35 3.68  0.00
C: 2.42 -0.12 -4.43  0.01
C: -2.87 -0.08 -1.63  0.00
H: 0.29 5.80 -0.87  0.00
H: 2.61 -1.66 -5.88  0.00
C: -1.98 -0.82 -3.74  0.00
C: 1.18 2.46 0.86  0.00
C: -3.02 -1.23 1.88  0.00
C: -2.27 1.16 -1.81  0.00
C: -0.19 -3.69 1.74  0.00
H: 0.94 -5.29 2.59  0.00
O: -0.56 -3.66 -2.17  0.00
C: 0.53 4.86 -0.39  0.00
S: -1.68 -1.57 0.70  0.00
H: 3.52 1.07 -0.40  0.00
H: -2.41 1.94 -1.07  0.00
C: -0.25 -1.65 3.04  0.00
C: 3.41 0.26 0.32  0.00
H: 4.38 -0.22 0.46  0.00
O: 2.83 2.42 -2.51  0.00
H: 1.22 -3.29 -4.59  0.00
C: 1.01 3.63 1.59  0.00
C: 2.18 -1.37 -4.93  0.00
C: 0.11 -2.66 -1.96  0.00
H: -1.88 -1.59 -4.49  0.00
C: -1.56 1.42 -2.97  0.00
H: -3.91 -3.18 1.73  0.00
V: 0.13 -0.30 -1.02  0.95
C: -1.43 0.43 -3.94  0.00
C: -3.99 -2.19 2.15  0.00
H: -5.98 -0.32 4.15  0.00
C: -3.11 0.04 2.42  0.00
H: 3.47 2.24 3.06  0.00
H: 2.69 -0.48 -0.08  0.00
C: 1.48 1.19 1.61  -0.01
O: 0.25 -2.10 -0.79  0.01
C: 3.79 1.89 2.08  0.00
C: 0.61 -4.27 2.72  0.00
H: -1.16 2.40 -3.15  0.00
C: 0.69 4.82 0.99  0.00
N: 2.93 0.78 1.62  0.00
H: 1.15 3.60 2.66  0.00
O: 1.13 1.36 -1.27  0.02
N: 1.07 -0.66 -2.52  0.00
C: 0.88 -1.90 -3.00  0.00
H: -2.35 0.77 2.18  0.00
C: -5.15 -0.58 3.52  0.00
H: -0.93 0.65 -4.87  0.00
C: 0.68 3.72 -1.14  0.00
H: 3.00 0.02 2.30  0.00
H: 2.73 3.04 -3.24  0.00
C: 0.56 -2.23 3.99  0.00
H: 0.55 3.75 -2.21  0.00
O: -1.05 -0.20 0.62  0.00
C: -5.05 -1.85 2.98  0.00
H: -0.61 -0.64 3.14  0.00
H: 1.56 -4.01 4.61  0.00
H: 0.85 -1.67 4.87  0.00
H: 4.83 1.57 2.13  0.00
H: 1.19 1.32 2.65  0.00
H: 0.55 5.71 1.58  0.00



Molecular formula: C34H34BBaN14O2S
Method: DFT, wB97M-V/def2-TZVPD

spin multiplicity	2
HOMO-LUMO gap (spin up / spin down)	0.21007 / 0.09756	Eh
charge	0
largest force on an atom	3.15	eV/A

Last column: Löwdin spin population.
Atoms and positions in Å:
C: 1.49 -2.53 6.07  0.00
H: 5.46 3.75 -1.27  0.00
C: -2.93 -0.20 -2.88  0.00
N: -1.62 0.13 -3.17  0.00
C: -4.03 5.42 0.43  0.00
H: -0.71 2.98 1.61  0.00
C: 3.54 2.86 -1.21  0.03
C: 5.08 2.98 0.69  -0.03
C: 3.21 -1.86 2.31  0.00
C: -4.90 3.24 0.95  0.00
B: 0.65 -1.27 2.77  0.00
N: 1.95 -1.50 1.96  0.00
H: -1.85 3.01 -0.51  0.00
C: -3.75 2.65 0.44  0.00
H: 4.34 2.06 2.53  0.01
C: -5.04 4.62 0.95  0.00
C: 0.19 -2.09 6.34  0.00
H: 1.16 0.70 4.73  0.00
H: -5.94 5.07 1.35  0.00
H: -0.36 -2.13 7.27  0.00
C: -0.41 -4.14 -3.94  0.00
C: 3.99 -1.86 1.18  0.00
O: -0.22 -2.35 -1.96  0.00
N: -0.54 -2.07 2.15  0.00
H: 3.42 -2.10 3.33  0.00
N: 2.68 2.19 -0.36  0.10
H: -0.52 -0.04 -4.94  0.00
H: -4.14 6.50 0.42  0.00
N: 0.32 0.26 2.84  0.00
C: -0.29 2.22 2.25  0.00
H: 2.20 -2.99 6.73  0.00
N: 1.90 -1.26 0.62  0.00
O: 1.52 1.77 -0.82  0.20
C: -2.68 -0.78 -5.01  0.00
N: -2.89 0.67 -0.66  0.00
H: -2.62 -4.55 1.78  0.00
H: 1.36 -3.61 -5.78  0.00
C: 2.22 -0.90 -3.94  0.00
H: -1.41 -3.76 -4.15  0.00
H: 2.94 -1.70 -5.87  0.00
C: 0.29 2.36 3.52  0.00
H: 0.41 3.26 4.10  0.00
H: -0.12 -4.87 -4.69  0.00
H: 3.54 0.41 -4.73  0.00
H: 2.19 1.40 1.45  0.00
H: 3.32 -1.35 -0.90  0.00
H: -4.58 0.67 0.60  0.00
H: 5.04 -2.11 1.12  0.00
C: 1.41 -2.87 -5.00  0.00
C: -3.60 -0.77 -4.02  0.00
C: -2.01 -3.67 1.71  0.00
C: -2.89 4.83 -0.10  0.00
H: 6.03 3.29 1.09  0.00
C: 2.97 1.92 0.93  -0.04
N: -1.09 -1.76 0.96  0.00
C: -1.97 -2.71 0.69  0.00
C: 4.15 2.30 1.49  0.10
C: -0.25 -1.59 5.14  0.00
N: 0.56 -3.05 -3.96  0.00
C: 0.56 -2.16 -2.89  0.00
N: 1.40 -1.09 -2.91  0.00
C: 3.12 -1.48 0.16  0.00
C: -3.55 0.15 -1.62  0.00
S: 3.14 3.13 -2.83  0.54
C: 2.27 -1.83 -5.04  0.00
H: -2.80 -1.13 -6.03  0.00
H: -0.73 -3.65 3.54  0.00
H: -2.53 -2.67 -0.23  0.00
N: 0.75 -1.73 4.24  0.00
N: -0.26 0.96 1.84  0.00
Ba: -0.11 -0.03 -0.85  0.00
C: -2.75 3.45 -0.09  0.00
N: 1.83 -2.31 4.81  0.00
H: -1.18 -1.13 4.86  0.00
C: 0.67 1.09 3.85  0.00
C: 4.77 3.24 -0.62  0.06
H: -3.00 0.87 1.38  0.00
H: -4.63 -0.03 -1.54  0.00
N: 2.98 0.18 -3.93  0.02
H: -5.69 2.62 1.36  0.00
H: -2.10 5.45 -0.51  0.00
H: -4.62 -1.10 -4.06  0.00
H: -0.41 -4.60 -2.95  0.00
C: -3.60 1.14 0.51  0.00
H: 2.81 0.96 -3.28  0.01
C: -1.07 -3.22 2.61  0.00
C: -1.47 -0.20 -4.43  0.00